Record 1
ORCA calculation (ωB97M-V/def2-TZVPD) on a cluster of 2 separate species, C4H12N2O in total in a non-equilibrium geometry.

Values from the calculation:
energy relative to the best compared isomer or geometry (same formula, charge and spin)	69.39	kJ/mol
HOMO energy (spin up / spin down)	-15.77 / -15.73	eV
total charge	+1
spin multiplicity	2
gap between HOMO and LUMO (spin up / spin down)	0.4291 / 0.2818	hartree

Each line ends with the natural charge from an NBO analysis.
CARTESIAN COORDINATES (ANGSTROEM)
C 1.205 -2.012 0.117  -0.614
C 0.586 -1.421 -1.135  -0.412
C -0.765 -0.770 -0.889  -0.249
N -0.584 0.549 -0.285  -0.340
C -1.525 1.406 -0.063  0.268
N -1.285 2.673 0.271  -0.343
H 1.430 -1.221 0.841  0.210
H 0.528 -2.707 0.600  0.216
H 2.145 -2.483 -0.161  0.242
H 0.465 -2.153 -1.920  0.243
H 1.286 -0.660 -1.509  0.214
H -1.295 -0.642 -1.834  0.245
H -1.386 -1.388 -0.221  0.242
H 0.360 0.827 0.008  0.467
H -2.525 1.067 -0.323  0.223
H -2.061 3.046 0.822  0.373
H 1.853 2.115 2.264  0.512
H 0.375 2.137 1.671  0.469
O 1.192 1.636 1.747  -0.966


Record 2
ORCA calculation (ωB97M-V/def2-TZVPD) on a cluster of 4 separate species, C4H9O2P in total in a non-equilibrium geometry.

Values from the calculation:
energy relative to the best compared isomer or geometry (same formula, charge and spin)	780.10	kJ/mol
HOMO energy (spin up / spin down)	-7.57 / -7.56	eV
spin multiplicity	1
gap between HOMO and LUMO (spin up / spin down)	0.1880 / 0.1885	hartree

Each line ends with the natural charge from an NBO analysis.
CARTESIAN COORDINATES (ANGSTROEM)
C -0.764 1.245 1.251  -0.393
C -1.162 0.218 1.985  -0.378
C -0.780 -0.246 -2.153  -0.303
C -2.144 -0.302 -2.020  -0.468
O 0.533 -0.293 -5.655  -1.099
O -3.291 0.701 -5.506  -0.924
P -2.667 -0.526 -5.098  1.552
H -1.192 2.190 1.429  0.196
H 0.038 1.168 0.590  0.195
H -0.701 -0.813 2.063  0.188
H -1.958 0.133 2.741  0.193
H -0.100 -1.097 -2.085  0.219
H 1.406 -0.673 -5.685  0.419
H -0.415 0.801 -1.996  0.208
H -2.728 0.596 -2.083  0.204
H -2.637 -1.245 -1.991  0.191


Record 3
ORCA calculation (ωB97M-V/def2-TZVPD) on the molecule C5H9N in a non-equilibrium geometry.

Values from the calculation:
energy relative to the best compared isomer or geometry (same formula, charge and spin)	127.29	kJ/mol
HOMO energy	-7.89	eV
spin multiplicity	1
SMILES	C=C/C(N)=C/C
gap between HOMO and LUMO	0.3301	hartree

Each line ends with the natural charge from an NBO analysis.
CARTESIAN COORDINATES (ANGSTROEM)
C -2.375 0.371 0.251  -0.371
C -1.450 -0.540 -0.035  -0.214
C -0.003 -0.312 0.101  0.123
N 0.735 -1.515 0.123  -0.815
C 0.581 0.905 -0.054  -0.242
C 2.059 1.066 -0.238  -0.643
H -2.170 1.387 0.561  0.197
H -3.406 0.092 0.052  0.196
H -1.784 -1.519 -0.362  0.203
H 1.727 -1.476 0.000  0.367
H 0.427 -2.120 -0.620  0.361
H -0.033 1.778 -0.211  0.203
H 2.183 1.756 -1.086  0.215
H 2.443 1.561 0.663  0.220
H 2.618 0.187 -0.524  0.199


Record 4
ORCA calculation (ωB97M-V/def2-TZVPD) on the molecule C4H6N2O2 in a non-equilibrium geometry.

Values from the calculation:
energy relative to the best compared isomer or geometry (same formula, charge and spin)	383.98	kJ/mol
HOMO energy	-9.66	eV
spin multiplicity	1
SMILES	C1=NO[C@H]([C@@H]2CN2)O1
gap between HOMO and LUMO	0.3891	hartree

Each line ends with the natural charge from an NBO analysis.
CARTESIAN COORDINATES (ANGSTROEM)
C 0.894 -0.815 2.075  0.310
N 0.077 0.057 2.329  -0.153
O -0.120 0.778 1.121  -0.393
C 0.754 0.222 0.161  0.341
C 0.014 -0.205 -1.114  -0.149
C -0.966 0.736 -1.624  -0.265
N -1.427 -0.498 -0.960  -0.574
O 1.431 -0.825 0.804  -0.482
H 1.193 -1.618 2.719  0.211
H 1.481 1.007 -0.145  0.155
H 0.609 -0.936 -1.676  0.220
H -1.081 1.602 -1.000  0.207
H -1.192 0.750 -2.715  0.214
H -1.668 -0.256 0.026  0.359


Record 5
ORCA calculation (ωB97M-V/def2-TZVPD) on the molecule C11H13PS in a non-equilibrium geometry.

Values from the calculation:
energy relative to the best compared isomer or geometry (same formula, charge and spin)	581.74	kJ/mol
HOMO energy (spin up / spin down)	-6.92 / -6.92	eV
spin multiplicity	1
SMILES	C=C=C(C)C=P(C)=C=C1CC=CS1
gap between HOMO and LUMO (spin up / spin down)	0.2210 / 0.2209	hartree

Each line ends with the natural charge from an NBO analysis.
CARTESIAN COORDINATES (ANGSTROEM)
C -0.253 2.428 1.185  -0.480
C -1.161 1.653 0.670  0.116
C -2.095 0.692 0.449  -0.136
C -3.519 1.152 0.582  -0.601
C -1.997 -0.689 0.233  -0.672
P -0.602 -1.502 -0.283  1.140
C -1.211 -3.192 0.139  -0.932
C 0.976 -1.062 0.449  -0.449
C 2.071 -0.526 -0.097  -0.213
C 2.340 -0.233 -1.511  -0.497
C 3.480 0.744 -1.496  -0.201
C 4.079 0.942 -0.293  -0.384
S 3.337 0.059 0.966  0.353
H -0.024 2.411 2.240  0.215
H 0.254 3.182 0.674  0.208
H -3.925 1.803 -0.132  0.219
H -3.759 1.606 1.529  0.213
H -3.902 0.129 0.554  0.205
H -2.763 -1.410 0.225  0.232
H -2.117 -3.403 -0.472  0.244
H -1.379 -3.073 1.242  0.261
H -0.378 -3.797 -0.254  0.242
H 2.605 -1.056 -2.179  0.239
H 1.413 0.276 -1.845  0.240
H 3.645 1.310 -2.379  0.210
H 4.884 1.557 -0.197  0.228


Record 6
ORCA calculation (ωB97M-V/def2-TZVPD) on a cluster of 2 separate species, C3H5O3 in total in a non-equilibrium geometry.

Values from the calculation:
energy relative to the best compared isomer or geometry (same formula, charge and spin)	48.17	kJ/mol
HOMO energy	-4.11	eV
total charge	-1
spin multiplicity	1
gap between HOMO and LUMO	0.2869	hartree

Each line ends with the natural charge from an NBO analysis.
CARTESIAN COORDINATES (ANGSTROEM)
O -3.000 1.328 -0.968  -0.555
C -2.212 1.454 -0.073  0.451
C -0.731 1.207 -0.137  -0.747
H -2.576 1.547 0.991  0.075
H -0.360 0.618 -0.973  0.250
H -0.505 0.653 0.781  0.282
H -0.074 2.066 -0.011  0.236
O 1.460 -0.447 0.785  -0.821
C 2.302 -1.291 0.403  0.629
O 2.108 -2.422 -0.078  -0.781
H 3.379 -0.980 0.515  -0.019


Record 7
ORCA calculation (ωB97M-V/def2-TZVPD) on a cluster of 2 separate species, C2H7BO3 in total in a non-equilibrium geometry.

Values from the calculation:
energy relative to the best compared isomer or geometry (same formula, charge and spin)	508.37	kJ/mol
HOMO energy	-6.61	eV
spin multiplicity	1
gap between HOMO and LUMO	0.2078	hartree

Each line ends with the natural charge from an NBO analysis.
CARTESIAN COORDINATES (ANGSTROEM)
B -0.663 -0.774 0.526  0.818
C -1.858 0.056 0.467  -1.141
C 1.896 1.403 -0.579  0.355
O 0.101 -1.267 1.576  -0.922
O -0.049 -1.273 -0.790  -0.823
O 1.460 0.655 -1.493  -0.546
H -2.362 0.352 1.355  0.204
H -2.371 0.465 -0.480  0.202
H 2.011 2.439 -0.839  0.145
H 2.292 1.052 0.283  0.150
H -0.367 -1.207 2.411  0.495
H -0.784 -1.407 -1.333  0.527
H 0.693 -0.495 -1.105  0.536


Record 8
ORCA calculation (ωB97M-V/def2-TZVPD) on a structure of composition C6H8KLiO6 in a non-equilibrium geometry.

Values from the calculation:
energy relative to the best compared isomer or geometry (same formula, charge and spin)	0.00	kJ/mol
HOMO energy	-8.46	eV
spin multiplicity	1
gap between HOMO and LUMO	0.3034	hartree

Each line ends with the Mulliken charge.
CARTESIAN COORDINATES (ANGSTROEM)
O 0.346 1.331 0.786  -0.530
C 0.298 -0.024 1.367  1.406
C -0.362 2.240 1.616  -0.381
O 1.449 -0.572 1.436  -1.079
O -0.362 0.152 2.596  -0.473
C -1.151 1.326 2.553  -0.420
H -1.012 2.882 1.009  0.224
H 0.358 2.864 2.164  0.284
H -2.152 1.103 2.156  0.225
H -1.242 1.724 3.570  0.317
K 0.048 1.325 -1.605  1.092
O -1.588 -0.174 -0.240  -0.678
O -0.323 -2.016 -0.076  -0.378
C -0.514 -2.304 -1.471  -0.268
C 0.691 -1.706 -2.224  -0.559
O 1.025 -0.447 -1.756  -1.093
C -0.694 -0.801 0.305  0.333
H -0.555 -3.394 -1.570  0.318
H -1.454 -1.861 -1.822  0.287
H 0.432 -1.710 -3.301  0.275
H 1.542 -2.415 -2.111  0.244
Li 2.109 -0.817 -0.285  0.852


Record 9
ORCA calculation (ωB97M-V/def2-TZVPD) on the molecule CH2BF3 in a non-equilibrium geometry.

Values from the calculation:
energy relative to the best compared isomer or geometry (same formula, charge and spin)	55.24	kJ/mol
HOMO energy	-11.26	eV
spin multiplicity	1
SMILES	FBC(F)F
gap between HOMO and LUMO	0.4080	hartree

Each line ends with the natural charge from an NBO analysis.
CARTESIAN COORDINATES (ANGSTROEM)
F -2.179 0.493 0.137  -0.479
B -0.969 -0.074 0.327  0.847
C 0.706 0.179 -0.235  0.312
F 1.477 -0.762 0.418  -0.358
F 1.373 1.307 0.004  -0.341
H -1.251 -1.206 0.648  -0.131
H 0.842 0.063 -1.299  0.150


Record 10
ORCA calculation (ωB97M-V/def2-TZVPD) on the molecule C3H8NP in a non-equilibrium geometry.

Values from the calculation:
energy relative to the best compared isomer or geometry (same formula, charge and spin)	94.85	kJ/mol
HOMO energy	-8.83	eV
spin multiplicity	1
SMILES	CC1(C)NP1
gap between HOMO and LUMO	0.3613	hartree

Each line ends with the natural charge from an NBO analysis.
CARTESIAN COORDINATES (ANGSTROEM)
C -0.543 -1.298 0.484  -0.643
C 0.117 -0.039 -0.013  -0.009
C -0.793 1.198 0.142  -0.648
N 0.970 -0.042 -1.133  -0.905
P 2.041 -0.025 0.216  0.579
H 0.213 -2.088 0.816  0.225
H -1.197 -1.688 -0.350  0.205
H -1.179 -1.037 1.319  0.218
H -0.845 1.568 -0.948  0.225
H -0.299 2.097 0.653  0.232
H -1.768 0.856 0.448  0.215
H 0.932 -0.791 -1.894  0.390
H 2.350 1.289 0.259  -0.087


Record 11
ORCA calculation (ωB97M-V/def2-TZVPD) on a structure of composition C27H34ErN10O7P2 in a non-equilibrium geometry.

Values from the calculation:
HOMO energy (spin up / spin down)	-9.85 / -9.81	eV
total charge	+1
spin multiplicity	4
gap between HOMO and LUMO (spin up / spin down)	0.2719 / 0.2706	hartree

Each line ends with the Mulliken charge.
CARTESIAN COORDINATES (ANGSTROEM)
Er -0.067 -0.324 0.560  1.523
N 3.242 -0.319 3.794  -0.241
C 2.635 -1.287 2.815  0.658
C 3.272 -2.658 2.930  -1.805
P 0.816 -1.239 3.105  0.657
O 0.845 -1.678 4.657  -0.612
O 0.072 -2.188 2.229  -0.585
O 0.418 0.199 2.943  -0.432
P 2.970 -0.581 1.123  0.863
O 2.426 0.952 1.381  -0.361
O 4.425 -0.534 0.919  -0.842
O 1.980 -1.203 0.178  -0.452
H 3.212 -0.699 4.741  0.389
H 2.679 0.541 3.759  0.346
H 4.209 -0.114 3.521  0.375
H 3.119 -3.101 3.916  0.418
H 4.338 -2.601 2.705  0.453
H 2.816 -3.315 2.190  0.411
H -0.020 -2.000 4.965  0.386
H 3.135 1.574 1.152  0.270
C -1.068 -1.563 -5.338  -1.134
N -0.438 -1.013 -4.153  0.940
C -0.865 -1.098 -2.894  -0.637
N -0.047 -0.422 -2.103  0.291
C 0.897 0.052 -2.964  -0.782
N 0.682 -0.271 -4.214  -1.059
C -2.470 -1.033 -5.563  0.689
C -3.338 -1.741 -6.387  -0.940
C -4.630 -1.286 -6.605  -0.697
C -5.081 -0.128 -5.995  -0.872
C -4.214 0.585 -5.172  -0.155
C -2.911 0.138 -4.968  0.176
C -4.677 1.789 -4.500  0.575
N -5.869 2.292 -4.494  -0.527
N -5.827 3.411 -3.708  -0.519
C -4.612 3.524 -3.276  0.684
O -3.827 2.522 -3.740  -0.144
C -4.058 4.560 -2.421  -0.129
C -4.888 5.557 -1.909  -1.010
C -4.348 6.546 -1.109  -0.787
C -2.990 6.550 -0.813  -0.788
C -2.161 5.559 -1.320  1.100
C -0.680 5.543 -1.000  -1.286
N -0.296 4.304 -0.341  0.895
C 0.105 3.148 -0.872  -0.426
N 0.224 2.240 0.080  0.121
C -0.136 2.922 1.209  -0.788
N -0.451 4.170 0.987  -0.979
C -2.700 4.565 -2.124  0.154
H -1.101 -2.649 -5.245  0.455
H -0.421 -1.318 -6.178  0.344
H -1.762 -1.614 -2.593  0.574
H 1.747 0.640 -2.658  0.553
H -3.007 -2.659 -6.859  0.478
H -5.296 -1.845 -7.248  0.413
H -6.089 0.236 -6.136  0.556
H -2.256 0.719 -4.331  0.795
H -5.941 5.535 -2.151  0.560
H -4.986 7.321 -0.706  0.406
H -2.578 7.324 -0.178  0.401
H -0.432 6.352 -0.318  0.401
H -0.085 5.649 -1.907  0.318
H 0.316 3.002 -1.919  0.509
H -0.158 2.476 2.191  0.745
H -2.069 3.780 -2.524  0.561
N -0.330 -3.802 -0.177  -0.149
C -0.750 -2.734 -0.289  -0.017
H 0.072 -4.694 0.029  0.250
C -3.678 0.231 -1.204  -1.144
C -3.526 -0.374 0.196  1.274
C -4.864 -0.260 0.932  -1.825
C -2.375 0.314 0.967  -1.440
H -4.288 -0.405 -1.852  0.446
H -2.704 0.392 -1.672  -0.097
H -4.174 1.203 -1.135  0.390
H -3.306 -1.445 0.093  0.083
H -5.142 0.790 1.051  0.325
H -4.790 -0.707 1.925  0.445
H -5.667 -0.766 0.389  0.431
H -2.518 0.061 2.033  0.382
H -2.599 1.393 0.921  0.191


Record 12
ORCA calculation (ωB97M-V/def2-TZVPD) on the molecule C4H8N2O in a non-equilibrium geometry.

Values from the calculation:
energy relative to the best compared isomer or geometry (same formula, charge and spin)	427.42	kJ/mol
HOMO energy	-9.33	eV
spin multiplicity	1
SMILES	[H]/N=C\C(=C)NCO
gap between HOMO and LUMO	0.3694	hartree

Each line ends with the natural charge from an NBO analysis.
CARTESIAN COORDINATES (ANGSTROEM)
H -0.238 2.223 -0.581  0.343
N -1.122 1.907 -0.178  -0.607
C -1.379 0.663 -0.451  -0.004
C -0.319 -0.322 -0.837  0.087
C 0.341 -0.511 -1.965  -0.429
N -0.106 -0.906 0.445  -0.569
C 0.896 -0.200 1.193  0.084
O 0.923 -0.611 2.524  -0.706
H -2.420 0.346 -0.526  0.217
H 1.124 -1.250 -2.032  0.213
H 0.053 0.018 -2.860  0.214
H -1.156 -0.356 0.839  0.360
H 1.871 -0.322 0.696  0.161
H 0.632 0.895 1.194  0.161
H 0.899 -1.575 2.542  0.474


Number 1: E -344.036072 Eh. Number 2: E -649.394765 Eh. Number 3: E -250.618462 Eh. Number 4: E -415.894370 Eh. Number 5: E -1166.226501 Eh. Number 6: E -343.069750 Eh. Number 7: E -330.924599 Eh. Number 8: E -1292.383769 Eh. Number 9: E -363.747085 Eh. Number 10: E -515.144215 Eh. Number 11: E -3821.401608 Eh. Number 12: E -341.840849 Eh.